Entry 1:
135
Properties=species:S:1:pos:R:3:lowdin_charge:R:1 method="wB97M-V/def2-TZVPD" charge=+1 lumo_energy_ha=-0.0825 homo_energy_ha=-0.27768
C -2.85 -4.88 6.37 -0.067
C -2.59 -3.91 5.21 -0.091
N -1.12 -3.35 5.22 -0.216
C -1.10 -2.24 6.25 0.005
C -0.03 -4.34 5.65 -0.184
C 0.22 -5.57 4.82 -0.038
C -0.74 -2.82 3.81 -0.037
C -0.98 -1.31 3.60 -0.237
O -2.33 -0.92 3.77 -0.173
C -2.49 0.52 3.71 -0.060
H -2.34 -5.84 6.33 0.076
H -3.92 -5.10 6.32 0.093
H -2.62 -4.55 7.39 0.079
H -3.18 -3.00 5.34 0.124
H -2.63 -4.49 4.30 0.133
H -0.17 -1.67 6.23 0.106
H -1.42 -2.63 7.21 0.108
H -1.83 -1.49 5.93 0.094
H -0.33 -4.71 6.64 0.114
H 0.83 -3.71 5.88 0.130
H 0.46 -5.28 3.79 0.072
H -0.64 -6.24 4.87 0.082
H 1.11 -6.15 5.05 0.099
H -1.35 -3.37 3.11 0.107
H 0.28 -3.08 3.52 0.131
H -0.58 -0.96 2.64 0.099
H -0.39 -0.82 4.38 0.072
H -3.53 0.84 3.74 0.105
H -1.95 0.87 2.82 0.086
H -2.06 1.00 4.59 0.076
C -0.95 -1.11 -3.10 -0.058
C -1.67 -1.93 -2.06 -0.132
N -2.98 -1.41 -1.50 -0.209
C -4.04 -1.33 -2.59 0.011
C -3.44 -2.51 -0.51 -0.117
C -2.53 -2.72 0.66 -0.074
C -2.84 0.00 -0.88 -0.271
C -4.01 0.56 -0.07 -0.128
O -4.12 1.93 -0.38 -0.141
C -3.09 2.82 -0.01 -0.115
H 0.03 -1.45 -3.44 0.067
H -0.75 -0.11 -2.71 0.054
H -1.54 -0.89 -4.00 0.071
H -1.03 -2.02 -1.18 0.078
H -1.95 -2.92 -2.42 0.140
H -4.22 -2.32 -3.01 0.103
H -3.57 -0.66 -3.31 0.085
H -4.91 -0.77 -2.27 0.093
H -3.41 -3.43 -1.09 0.129
H -4.42 -2.22 -0.13 0.125
H -1.52 -3.08 0.47 0.054
H -2.97 -3.40 1.39 0.089
H -2.44 -1.81 1.26 0.063
H -2.60 0.63 -1.73 0.156
H -2.04 -0.14 -0.14 -0.043
H -3.91 0.39 1.01 0.124
H -4.93 0.03 -0.30 0.118
H -2.87 2.72 1.06 0.081
H -3.40 3.83 -0.26 0.093
H -2.07 2.63 -0.35 0.064
C 4.89 0.97 2.92 -0.052
C 3.43 0.68 3.17 -0.174
N 2.42 1.45 2.36 -0.226
C 2.56 1.16 0.84 0.077
C 0.98 0.95 2.82 -0.125
C 0.47 1.40 4.22 -0.052
C 2.53 2.93 2.61 -0.093
C 1.56 3.92 1.90 -0.179
O 2.11 4.30 0.65 -0.178
C 1.13 4.64 -0.33 -0.080
H 5.14 0.68 1.90 0.083
H 5.51 0.39 3.59 0.098
H 5.13 2.01 3.14 0.085
H 3.34 1.05 4.20 0.120
H 3.07 -0.35 3.21 0.139
H 2.00 1.83 0.19 0.096
H 2.31 0.10 0.80 0.119
H 3.61 1.32 0.64 0.103
H 0.98 -0.13 2.88 0.099
H 0.36 1.31 2.00 0.103
H 0.24 2.46 4.31 0.094
H 1.22 1.02 4.92 0.088
H -0.46 0.89 4.48 0.014
H 3.53 3.27 2.34 0.134
H 2.43 3.12 3.68 0.127
H 1.42 4.75 2.60 0.136
H 0.61 3.38 1.78 0.113
H 0.38 5.38 -0.01 0.098
H 0.53 3.74 -0.49 0.072
H 1.57 5.03 -1.24 0.080
C 1.48 -0.16 -5.82 -0.054
C 1.81 1.25 -6.38 -0.121
N 0.92 2.40 -5.82 -0.233
C -0.55 2.06 -6.09 0.040
C 1.06 2.42 -4.27 -0.107
C 0.32 3.53 -3.49 -0.046
C 1.24 3.66 -6.59 -0.084
C 2.70 4.09 -6.72 -0.165
O 3.20 4.19 -5.39 -0.233
C 4.48 4.72 -5.11 -0.086
H 1.02 -0.24 -4.84 0.046
H 2.41 -0.73 -5.80 0.075
H 0.81 -0.71 -6.48 0.091
H 1.64 1.22 -7.45 0.130
H 2.85 1.52 -6.29 0.123
H -0.61 1.04 -5.71 0.089
H -0.82 2.18 -7.13 0.112
H -1.09 2.70 -5.40 0.092
H 2.12 2.67 -4.20 0.114
H 0.90 1.44 -3.82 0.110
H 0.99 4.27 -3.06 0.057
H -0.34 3.07 -2.75 0.072
H -0.37 4.13 -4.08 0.073
H 0.63 4.41 -6.08 0.129
H 0.85 3.68 -7.61 0.138
H 2.68 5.16 -6.95 0.134
H 3.37 3.57 -7.41 0.134
H 4.60 5.78 -5.34 0.088
H 5.30 4.24 -5.65 0.094
H 4.59 4.67 -4.03 0.092
O 2.22 -3.76 -2.80 0.066
C 2.41 -2.48 -3.22 -0.798
O 1.85 -1.63 -2.47 -0.111
O 2.93 -2.24 -4.33 -0.045
H 1.59 -3.79 -2.06 0.036
O 0.30 0.44 -1.20 0.054
C -0.66 0.14 -0.28 -0.688
O -0.54 -0.94 0.34 0.018
O -1.69 0.87 -0.24 -0.052
H 0.87 -0.35 -1.13 0.089
O 0.51 -3.78 -0.82 0.022
C 0.35 -4.82 0.08 -0.817
O 0.26 -4.49 1.29 -0.075
O 0.42 -5.99 -0.32 -0.001
H 0.45 -3.23 0.00 0.082

---

Entry 2:
18
Properties=species:S:1:pos:R:3:lowdin_charge:R:1 method="wB97M-V/def2-TZVPD" lumo_energy_ha=-0.0984 homo_energy_ha=-0.33519
C -0.86 1.27 0.36 -0.297
N -1.82 1.72 -0.40 0.220
C 2.24 0.09 0.27 -0.462
O 1.92 -1.09 0.35 -0.019
O 1.60 1.06 -0.33 -0.079
C -1.25 -0.16 0.90 -0.190
N -1.51 -1.12 -0.11 -0.119
C -0.52 -1.20 -1.21 -0.085
H -0.60 1.97 1.18 0.144
H 0.10 1.10 -0.33 0.147
H -1.85 2.71 -0.33 0.068
H 3.15 0.42 0.80 0.131
H -0.40 -0.60 1.46 0.121
H -2.18 -0.11 1.50 0.131
H -2.45 -0.92 -0.48 0.106
H 0.40 -1.29 -0.69 0.021
H -0.71 -2.18 -1.72 0.107
H -0.57 -0.28 -1.71 0.057

---

Entry 3:
12
Properties=species:S:1:pos:R:3:lowdin_charge:R:1 method="wB97M-V/def2-TZVPD" lumo_energy_ha=0.0282 homo_energy_ha=-0.37271
N -0.98 -1.25 0.20 0.180
C -0.75 -0.25 1.09 -0.509
O -1.27 -0.17 2.18 0.060
C 0.23 0.85 0.64 -0.068
O 1.37 0.38 -0.09 -0.006
C 1.23 0.23 -1.41 -0.342
O 0.20 0.34 -2.03 0.059
H -0.82 -1.09 -0.79 0.081
H -1.71 -1.90 0.46 0.117
H -0.31 1.59 0.05 0.139
H 0.62 1.30 1.55 0.136
H 2.20 -0.02 -1.85 0.151

---

Entry 4:
20
Properties=species:S:1:pos:R:3:lowdin_charge:R:1 method="wB97M-V/def2-TZVPD" lumo_energy_ha=0.0402 homo_energy_ha=-0.29967
N -2.24 -0.19 1.22 -0.011
C -1.25 0.29 2.24 -0.202
C 0.44 0.26 1.64 -0.137
N 0.64 0.79 0.25 -0.098
C 1.32 0.00 -0.76 -0.268
C 0.33 0.05 -1.93 -0.339
N 0.66 -0.68 -3.09 0.014
H -1.87 -0.27 0.32 0.000
H -2.82 -0.92 1.55 0.031
H -1.56 -0.26 3.15 0.088
H -1.34 1.32 2.59 0.059
H 0.97 0.76 2.47 0.080
H 0.56 -0.87 1.66 0.103
H 0.75 1.81 0.19 0.118
H 1.53 -1.01 -0.46 0.094
H 2.42 0.16 -1.17 0.136
H 0.04 1.13 -2.13 0.124
H -0.66 -0.41 -1.48 0.128
H 0.46 -1.57 -3.04 0.006
H 1.62 -0.39 -3.24 0.075

---

Entry 5:
7
Properties=species:S:1:pos:R:3:lowdin_charge:R:1 method="wB97M-V/def2-TZVPD" lumo_energy_ha=-0.0049 homo_energy_ha=-0.36623
C -1.35 -0.12 0.90 -0.161
O -0.54 0.74 1.11 -0.043
H -1.94 -0.16 -0.04 0.081
H -1.56 -0.92 1.62 0.079
O 1.94 0.18 -1.77 -0.641
Br 2.35 -0.38 -0.11 0.689
H 1.11 0.66 -1.70 -0.005

---

Entry 6:
18
Properties=species:S:1:pos:R:3:lowdin_charge:R:1 method="wB97M-V/def2-TZVPD" lumo_energy_ha=0.0106 homo_energy_ha=-0.31602
C -2.89 -0.67 0.57 0.017
C -1.92 -0.12 -0.09 -0.103
C -1.00 0.55 -0.63 -0.056
C -0.13 1.11 -1.42 -0.229
C 0.49 2.44 -1.29 -0.085
H -3.60 -0.34 1.29 0.055
H -3.00 -1.69 0.25 0.055
H 0.12 0.57 -2.31 0.102
H 0.55 2.74 -0.25 0.086
H -0.05 3.21 -1.91 0.097
H 1.37 2.38 -1.94 0.073
C 1.31 -1.92 -1.23 -0.040
C 1.70 -0.65 -0.42 -0.341
O 1.78 -0.47 0.76 0.069
H 2.12 -2.19 -1.88 0.070
H 0.45 -1.62 -1.75 0.040
H 1.09 -2.81 -0.66 0.070
H 1.90 0.09 -1.33 0.119

---

Entry 7:
169
Properties=species:S:1:pos:R:3:lowdin_charge:R:1 method="wB97M-V/def2-TZVPD" charge=-1 lumo_energy_ha="0.0434 / 0.0418" s2=0.75 homo_energy_ha="-0.02461 / -0.31116" multiplicity=2
C 4.35 3.98 -2.49 0.005
C 3.05 3.62 -1.66 -0.308
C 3.32 3.22 -0.23 -0.092
O 2.54 4.13 0.50 0.114
C 2.05 5.05 -0.27 -0.563
O 1.52 6.07 0.11 0.159
O 2.26 4.78 -1.59 0.076
H 4.12 4.22 -3.53 0.069
H 5.07 3.16 -2.48 0.073
H 4.83 4.89 -2.15 0.087
H 2.52 2.81 -2.14 0.112
H 4.33 3.28 0.17 0.143
H 3.10 2.15 -0.14 0.100
C 0.31 -1.60 -0.56 -0.007
C -0.23 -0.47 0.34 -0.286
C 0.75 0.69 0.43 -0.046
O 0.00 1.85 -0.04 0.078
C -1.22 1.46 -0.41 -0.509
O -2.10 2.27 -0.77 0.094
O -1.35 0.13 -0.25 0.071
H 0.56 -1.31 -1.58 0.080
H -0.47 -2.32 -0.80 0.062
H 1.16 -2.16 -0.16 0.076
H -0.48 -0.82 1.34 0.140
H 1.68 0.48 -0.11 0.104
H 0.97 0.95 1.47 0.125
C -0.23 3.05 -3.56 0.017
C 0.95 3.53 -4.45 -0.269
C 1.89 2.43 -4.91 -0.121
O 2.02 2.67 -6.27 0.090
C 1.17 3.57 -6.70 -0.539
O 1.04 3.95 -7.87 0.107
O 0.46 4.06 -5.67 0.104
H 0.11 2.90 -2.54 0.063
H -0.70 2.10 -3.82 0.082
H -1.06 3.74 -3.46 0.072
H 1.39 4.36 -3.90 0.143
H 1.50 1.42 -4.77 0.123
H 2.87 2.47 -4.46 0.116
C 5.46 -2.73 -1.59 -0.050
C 4.63 -1.62 -0.99 -0.314
C 5.32 -0.25 -0.96 -0.063
O 4.34 0.57 -1.56 0.072
C 3.37 -0.12 -2.10 -0.547
O 2.42 0.34 -2.73 0.102
O 3.52 -1.42 -1.83 0.081
H 4.89 -3.67 -1.56 0.068
H 6.41 -2.86 -1.06 0.074
H 5.70 -2.64 -2.65 0.088
H 4.33 -1.90 0.02 0.129
H 6.27 -0.19 -1.49 0.139
H 5.45 0.08 0.07 0.127
C -2.75 -2.99 -3.36 -0.006
C -3.63 -1.77 -3.08 -0.282
C -3.08 -0.36 -3.26 -0.092
O -3.97 0.25 -4.12 0.064
C -4.78 -0.60 -4.69 -0.536
O -5.58 -0.32 -5.57 0.132
O -4.68 -1.80 -4.06 0.085
H -2.13 -2.72 -4.22 0.082
H -3.39 -3.85 -3.59 0.095
H -2.05 -3.26 -2.57 0.064
H -4.11 -1.89 -2.11 0.117
H -2.08 -0.38 -3.70 0.139
H -3.11 0.19 -2.31 0.121
C 5.88 -3.96 2.23 -0.107
C 5.22 -2.92 3.09 -0.369
C 6.10 -1.84 3.53 -0.084
O 5.33 -0.63 3.26 0.075
C 4.29 -0.93 2.46 -0.501
O 3.53 -0.07 1.93 0.071
O 4.25 -2.26 2.31 0.049
H 5.22 -4.69 1.77 0.032
H 6.64 -4.49 2.80 0.079
H 6.31 -3.44 1.37 0.068
H 4.71 -3.39 3.94 0.145
H 7.04 -1.85 2.98 0.130
H 6.33 -1.92 4.60 0.137
C -0.71 -5.66 3.56 -0.038
C 0.67 -5.04 3.41 -0.374
C 0.66 -3.90 2.42 -0.117
O 1.44 -2.89 3.03 0.078
C 1.62 -3.15 4.29 -0.547
O 2.27 -2.50 5.14 0.065
O 1.04 -4.34 4.55 0.043
H -1.52 -4.93 3.63 0.071
H -0.82 -6.29 4.44 0.077
H -1.00 -6.33 2.74 0.076
H 1.46 -5.75 3.17 0.106
H -0.36 -3.58 2.18 0.114
H 1.12 -4.17 1.47 0.101
C -3.89 -2.68 0.43 -0.014
C -5.08 -1.89 0.93 -0.316
C -4.68 -0.54 1.59 -0.071
O -5.13 0.38 0.61 0.044
C -5.91 -0.30 -0.33 -0.498
O -6.53 0.23 -1.29 0.085
O -5.90 -1.58 -0.12 0.106
H -4.21 -3.42 -0.31 0.090
H -3.45 -3.18 1.29 0.078
H -3.08 -2.12 -0.05 0.075
H -5.75 -2.42 1.61 0.159
H -3.61 -0.39 1.71 0.114
H -5.24 -0.24 2.47 0.134
C -2.50 5.26 0.36 -0.010
C -2.04 6.25 -0.72 -0.310
C -3.13 7.03 -1.36 -0.107
O -2.59 8.33 -1.35 0.081
C -1.57 8.45 -0.50 -0.514
O -0.97 9.51 -0.20 0.097
O -1.32 7.23 0.00 0.074
H -3.08 4.43 -0.05 0.057
H -3.12 5.74 1.13 0.090
H -1.61 4.86 0.83 0.085
H -1.38 5.76 -1.43 0.158
H -4.14 6.93 -0.97 0.136
H -3.24 6.70 -2.40 0.122
C 1.85 -4.44 -2.45 -0.023
C 1.00 -4.75 -3.68 -0.354
C 1.55 -4.59 -5.07 -0.106
O 1.62 -5.94 -5.39 0.081
C 0.95 -6.73 -4.53 -0.534
O 0.72 -7.95 -4.75 0.085
O 0.57 -6.05 -3.50 0.114
H 2.62 -5.20 -2.33 0.082
H 1.19 -4.21 -1.62 0.063
H 2.30 -3.46 -2.62 0.066
H 0.16 -4.05 -3.66 0.131
H 2.55 -4.17 -5.03 0.134
H 0.99 -3.85 -5.65 0.136
C -5.62 3.75 -2.21 0.010
C -4.60 3.27 -3.22 -0.310
C -5.12 3.14 -4.61 -0.073
O -4.05 3.65 -5.38 0.097
C -3.36 4.50 -4.65 -0.630
O -2.75 5.44 -5.09 0.147
O -3.72 4.35 -3.40 0.073
H -6.29 4.41 -2.75 0.086
H -5.18 4.34 -1.41 0.075
H -6.15 2.88 -1.80 0.078
H -4.07 2.41 -2.80 0.137
H -5.99 3.72 -4.88 0.146
H -5.28 2.08 -4.85 0.116
C -3.04 -4.27 6.91 -0.029
C -2.74 -2.86 6.45 -0.284
C -1.26 -2.46 6.54 -0.089
O -1.07 -1.86 5.27 0.047
C -2.08 -2.10 4.37 -0.488
O -2.08 -1.87 3.17 0.116
O -3.01 -2.84 5.02 0.067
H -4.02 -4.49 6.47 0.089
H -3.07 -4.36 7.99 0.089
H -2.36 -5.06 6.58 0.082
H -3.41 -2.18 6.97 0.153
H -0.59 -3.28 6.80 0.135
H -1.13 -1.74 7.35 0.131
C 1.75 0.97 4.76 -0.007
C 0.99 1.66 5.90 -0.304
C 1.63 1.49 7.36 -0.026
O 1.75 2.90 7.70 0.063
C 1.50 3.73 6.72 -0.528
O 1.41 4.97 6.84 0.098
O 1.06 3.04 5.63 0.071
H 1.54 1.54 3.86 0.082
H 1.54 -0.09 4.73 0.065
H 2.82 1.00 4.96 0.087
H -0.05 1.37 6.04 0.141
H 2.64 1.10 7.20 0.122
H 1.02 0.87 8.01 0.124

---

Entry 8:
79
Properties=species:S:1:pos:R:3:lowdin_charge:R:1 method="wB97M-V/def2-TZVPD" charge=+1 lumo_energy_ha=-0.1936 homo_energy_ha=-0.37044
Au 0.28 0.94 -0.64 0.553
O -1.18 1.15 2.85 0.142
C -0.92 0.18 2.21 -0.442
O 0.39 -0.22 2.03 -0.028
C -1.90 -0.83 1.71 -0.119
C -2.85 -1.16 2.67 -0.001
C -3.79 -2.15 2.43 -0.043
C -3.78 -2.81 1.21 -0.044
C -2.86 -2.45 0.24 -0.076
C -1.92 -1.45 0.46 -0.260
P -0.87 -0.99 -0.98 0.955
C 0.07 -2.54 -1.25 -0.343
C 1.30 -2.67 -0.61 -0.107
C 2.02 -3.85 -0.70 -0.084
C 1.52 -4.91 -1.44 -0.073
C 0.31 -4.79 -2.09 -0.061
C -0.42 -3.61 -1.99 -0.083
C -1.99 -0.84 -2.39 -0.384
C -3.32 -0.46 -2.24 -0.098
C -4.11 -0.26 -3.37 -0.072
C -3.58 -0.42 -4.63 -0.059
C -2.24 -0.77 -4.78 -0.063
C -1.45 -0.97 -3.67 -0.103
H -2.84 -0.63 3.62 0.125
H -4.52 -2.40 3.19 0.115
H -4.49 -3.60 1.01 0.116
H -2.91 -2.93 -0.73 0.109
H 1.68 -1.82 -0.05 0.069
H 2.98 -3.93 -0.20 0.096
H 2.09 -5.83 -1.51 0.108
H -0.08 -5.61 -2.68 0.111
H -1.36 -3.52 -2.52 0.108
H -3.74 -0.29 -1.26 0.113
H -5.14 0.06 -3.24 0.114
H -4.19 -0.26 -5.50 0.113
H -1.81 -0.87 -5.77 0.109
H -0.40 -1.22 -3.80 0.110
O -2.92 2.96 -3.97 -0.278
S -3.21 3.13 -2.58 0.631
O -4.43 2.60 -2.05 -0.287
N -1.94 2.58 -1.68 -0.116
C -1.40 3.52 -0.98 -0.781
S -0.11 3.26 0.13 0.596
C -1.99 4.89 -1.19 -0.225
C -1.63 6.10 -0.64 -0.026
C -2.34 7.23 -1.02 -0.058
C -3.38 7.14 -1.94 -0.057
C -3.74 5.92 -2.50 -0.023
C -3.02 4.82 -2.10 -0.226
H -0.81 6.16 0.07 0.101
H -2.08 8.20 -0.61 0.108
H -3.92 8.04 -2.22 0.109
H -4.55 5.84 -3.21 0.125
C 5.40 -1.26 3.01 0.011
N 4.69 -0.98 1.75 -0.051
N 3.52 -0.23 1.73 0.137
C 3.50 0.52 0.38 -0.310
O 2.65 1.30 0.08 0.018
C 4.67 0.02 -0.28 0.076
C 5.34 -0.80 0.55 -0.237
C 6.66 -1.44 0.33 0.013
C 2.57 -0.36 2.62 -0.059
C 1.39 0.60 2.65 -0.178
C 1.01 0.93 4.09 0.026
C 1.17 0.01 5.04 -0.030
C 1.83 -1.25 4.70 0.018
C 2.55 -1.43 3.58 -0.014
H 4.97 -0.67 3.81 0.103
H 6.44 -0.94 2.89 0.096
H 5.37 -2.31 3.26 0.100
H 4.95 0.32 -1.27 0.139
H 6.93 -1.36 -0.72 0.100
H 6.64 -2.49 0.61 0.103
H 7.44 -0.95 0.91 0.099
H 1.56 1.49 2.05 0.127
H 0.53 1.87 4.27 0.131
H 0.83 0.17 6.05 0.122
H 1.81 -2.05 5.43 0.131
H 3.12 -2.33 3.42 0.119

---

Entry 9:
17
Properties=species:S:1:pos:R:3:lowdin_charge:R:1 method="wB97M-V/def2-TZVPD" lumo_energy_ha="-0.0643 / -0.0584" homo_energy_ha="-0.38374 / -0.35903"
C -0.17 -0.03 -2.37 0.080
C -0.13 0.80 -1.34 -0.163
C -0.59 1.64 1.08 -0.258
C -0.64 0.65 -0.04 -0.189
C 0.69 -1.85 0.56 -0.128
O -1.51 -1.78 -0.61 -0.332
O -1.57 -1.18 1.72 -0.284
O 0.61 0.98 1.48 -0.082
S -0.89 -1.08 0.48 0.639
H 0.03 0.30 -3.38 0.077
H -0.12 -1.10 -2.15 0.068
H 0.06 1.88 -1.64 0.141
H -0.41 2.61 0.75 0.093
H -1.41 1.62 1.89 0.148
H 1.29 -1.56 1.28 0.005
H 0.63 -2.96 0.48 0.100
H 1.26 -1.58 -0.37 0.086

---

Number 1: total energy -2579.6434 hartree. Number 2: total energy -418.2250 hartree. Number 3: total energy -397.8130 hartree. Number 4: total energy -324.3620 hartree. Number 5: total energy -2764.3061 hartree. Number 6: total energy -347.8028 hartree. Number 7: total energy -4962.6952 hartree. Number 8: total energy -3241.5733 hartree. Number 9: total energy -819.0412 hartree.